<A>
C4H6N4 | ωB97M-V/def2-TZVPD

## Properties
- Kohn-Sham gap: 9.57 eV
- E_LUMO: 0.571 eV
- Charge: 0
- E_HOMO: -8.999 eV

Geometry (Å):
C: 2.9201 0.2716 0.6981
N: 1.6430 -0.2349 0.1763
N: 0.7223 0.6222 0.4417
C: -0.5836 0.2986 -0.0706
C: -0.8991 -0.7397 -0.8216
N: -2.3287 -0.6903 -0.6323
C: -2.6755 0.4326 0.0690
N: -1.5716 1.0071 0.4634
H: 3.4398 0.3489 -0.3267
H: 2.9331 1.0418 1.5253
H: 3.3459 -0.7430 1.2460
H: -0.3342 -1.2867 -1.7864
H: -2.9618 -1.1915 -1.1384
H: -3.6496 0.8632 0.1560



<B>
C4H6N4 | ωB97M-V/def2-TZVPD

## Properties
- Kohn-Sham gap: 7.95 eV
- E_LUMO: -1.012 eV
- Charge: 0
- E_HOMO: -8.962 eV

Geometry (Å):
C: 3.9521 0.1654 0.0957
C: 0.5703 -0.2758 -0.1331
C: -0.7182 0.4191 -0.0608
C: -3.9022 -0.2664 0.2047
H: 4.1102 1.3512 0.6458
H: 4.8681 -0.3606 -0.2682
H: 0.4776 -1.4609 -0.6684
H: -0.6397 1.5509 -0.0165
H: -5.0170 0.0523 -0.4585
H: -3.5594 -1.3844 1.0427
N: 2.8554 -0.5135 -0.1963
N: 1.7529 0.3787 0.0933
N: -1.8544 -0.2228 0.0314
N: -2.8958 0.5669 -0.3116



<C>
C4H6N4 | ωB97M-V/def2-TZVPD

## Properties
- Kohn-Sham gap: 8.91 eV
- E_LUMO: 0.739 eV
- Charge: 0
- E_HOMO: -8.169 eV

Geometry (Å):
H: -0.4187 -2.3400 0.6709
N: 0.4478 -1.8910 0.1045
C: 0.4294 -0.6247 0.3122
C: 1.7729 0.1821 0.2619
C: 1.2738 1.4383 0.4991
N: -0.0568 1.5869 0.3042
N: -0.7751 0.4246 0.4602
N: -1.5942 0.3494 -0.7456
C: -1.7569 -0.8480 -1.0973
H: 2.8628 -0.1838 0.3080
H: 2.1557 2.3277 0.5091
H: -0.6143 2.2997 0.7389
H: -1.2644 -1.7022 -0.2636
H: -2.4621 -1.0190 -2.0625



<A> has the most favorable energy; the next structure is 76.3 kcal/mol above.



<A>
C4H6N4 | ωB97M-V/def2-TZVPD

## Properties
- Kohn-Sham gap: 7.29 eV
- E_LUMO: -0.345 eV
- Charge: 0
- E_HOMO: -7.630 eV

Geometry (Å):
C: 0.4303 -0.7744 -1.1749
C: 0.0545 0.7167 -0.4955
C: 0.9024 1.0597 0.6521
C: 1.6238 0.2026 1.3665
N: -1.4019 -0.5695 0.0288
N: -1.4469 -0.7526 1.2101
N: -0.0012 -1.5008 -2.0213
N: -0.4513 1.6147 -1.2439
H: -2.3471 -1.1921 1.4986
H: -0.9406 -1.8574 -2.1822
H: -1.1293 1.2680 -1.9199
H: 0.8365 2.1039 0.9348
H: 1.6859 -0.8484 1.1151
H: 2.1850 0.5297 2.2316



<B>
C4H6N4 | ωB97M-V/def2-TZVPD

## Properties
- Kohn-Sham gap: 9.02 eV
- E_LUMO: 0.714 eV
- Charge: 0
- E_HOMO: -8.306 eV

Geometry (Å):
C: -1.6856 1.0051 0.3196
C: -1.7052 -0.2830 0.6959
N: -0.5956 -1.2043 0.8716
N: 0.5459 -1.4251 0.2362
C: 1.4848 -0.7323 -0.3629
C: 1.5920 0.6585 -0.9120
N: 0.1471 0.7572 -0.9444
N: -0.3843 1.4596 -0.0377
H: -2.5625 1.6907 0.4052
H: -2.5269 -0.8201 1.1265
H: -0.8028 -2.1225 1.3484
H: 2.3945 -1.3441 -0.4710
H: 2.0049 1.5284 -0.2978
H: 2.0937 0.8318 -1.9775



<B> has the most favorable energy; the next structure is 26.2 kcal/mol above.



<A>
C4H6N4 | ωB97M-V/def2-TZVPD

## Properties
- Kohn-Sham gap: 9.92 eV
- E_LUMO: 0.832 eV
- Charge: 0
- E_HOMO: -9.091 eV

Geometry (Å):
C: 0.0810 -2.9835 -0.6823
N: 0.0366 -1.4692 -0.5545
N: 0.6545 -1.0035 0.3798
C: 0.5044 0.4561 0.2986
C: -0.4013 1.1421 -0.3390
N: -0.6443 2.4480 0.1066
C: 0.1644 2.4631 1.2580
N: 0.8603 1.3426 1.3399
H: 0.6895 -3.2520 -1.4762
H: 0.6988 -3.2747 0.0313
H: -1.1049 -3.2814 -0.6404
H: -1.1395 0.9383 -1.1147
H: -1.0193 3.1601 -0.3580
H: 0.6200 3.3139 1.7511



<B>
C4H6N4 | ωB97M-V/def2-TZVPD

## Properties
- Kohn-Sham gap: 10.22 eV
- E_LUMO: 0.462 eV
- Charge: 0
- E_HOMO: -9.762 eV

Geometry (Å):
C: -0.2680 -1.3280 1.4151
C: 0.3046 -0.4095 0.3541
C: 0.6533 -0.4806 -1.1742
C: 0.1957 1.0126 -1.3424
H: -0.0638 -0.9137 2.4239
H: 0.1936 -2.2972 1.2887
H: -1.6155 -1.6433 1.4814
H: 1.1268 -0.3238 1.1123
H: -0.0606 -1.1763 -1.7836
H: 1.5811 -0.5193 -1.4379
N: -0.2465 2.2861 -1.8525
N: -0.8721 2.7804 -0.7799
N: -0.7766 1.9938 0.3470
N: -0.1520 1.0187 -0.0520



<C>
C4H6N4 | ωB97M-V/def2-TZVPD

## Properties
- Kohn-Sham gap: 10.42 eV
- E_LUMO: 0.504 eV
- Charge: 0
- E_HOMO: -9.918 eV

Geometry (Å):
H: 2.7341 -0.9969 -0.3676
N: 1.7991 -0.4780 -0.0864
C: 0.8679 -1.3156 0.0144
N: -0.3715 -0.7527 0.0712
C: -1.6513 -1.1998 0.1809
N: -2.6739 -0.4169 -0.0464
N: -1.9084 0.8326 -0.2503
C: -0.6787 0.6724 0.0309
C: 0.3794 1.8240 0.1462
H: 0.9099 -2.3537 -0.3897
H: -1.6658 -2.3159 0.2813
H: -0.0002 2.9487 -0.0687
H: 1.0410 1.6588 1.0474
H: 1.2183 1.8931 -0.5632



<D>
C4H6N4 | ωB97M-V/def2-TZVPD

## Properties
- Kohn-Sham gap: 9.33 eV
- E_LUMO: 0.933 eV
- Charge: 0
- E_HOMO: -8.395 eV

Geometry (Å):
C: 1.3088 1.1010 -0.0942
N: 2.0318 0.0563 -0.2257
N: 1.3461 -0.9921 -0.0227
C: -0.0431 -0.6779 0.2677
N: -1.0032 -1.3503 -0.0369
N: -1.9667 -0.2066 -0.0633
C: -1.3062 1.1465 -0.2356
C: -0.0915 0.7086 0.6091
H: 1.8383 2.1005 -0.3041
H: 1.4986 -1.8898 -0.2806
H: -2.5036 -0.2304 -0.8680
H: -1.7822 2.1542 0.0617
H: -0.8208 0.9659 -1.2688
H: -0.2942 0.6787 1.8180



<C> has the most favorable energy; the next structure is 20.2 kcal/mol above.